Record 1
Computed, not measured: the molecule C5H7N, with ωB97M-V/def2-TZVPD.

Summary:
Energy relative to the best compared isomer or geometry (same formula, charge and spin) (eV): 3.3755
SMILES string: C#CCN1CC1
Kohn-Sham gap (eV): 10.34
2S+1: 1

Last column: natural (NBO) charge in e.
Atoms and positions in Å:
C1 -1.38745 -0.35099 -2.18944  -0.255
C2 -0.42502 -0.51727 -1.48367  -0.014
C3 0.73211 -0.77214 -0.60788  -0.307
N1 0.55522 -0.49094 0.82305  -0.396
C4 -0.59281 0.27950 1.26958  -0.256
C5 0.76542 0.87498 1.26766  -0.258
H1 -2.24254 -0.21665 -2.81724  0.241
H2 0.99240 -1.83132 -0.71001  0.230
H3 1.59083 -0.20231 -0.98269  0.219
H4 -1.05095 -0.06927 2.19399  0.202
H5 -1.28373 0.64006 0.51045  0.206
H6 1.33380 0.97923 2.19030  0.200
H7 0.97781 1.63394 0.51105  0.188

=====

Record 2
Computed, not measured: a cluster of 9 separate species, C25H69Cl4NO25P6 in total in a non-equilibrium geometry, with ωB97M-V/def2-TZVPD.

Summary:
SMILES string: COP(=O)(OC)OC.COP(=O)(OC)OC.COP(=O)(OC)OC.COP(=O)(OC)OC.COP(=O)(OC)OC.COP(=O)(OC)OC.CNC(C)=O.ClCCCl.ClCCCl
Kohn-Sham gap (eV): 9.73
2S+1: 1

Last column: Löwdin charge in e.
Atoms and positions in Å:
C1 -0.76504 -0.73498 1.01643  0.008
C2 0.49560 -1.29027 0.49185  -0.586
O1 1.30190 -1.85595 1.18424  0.049
N1 0.87618 -0.79870 -0.68684  0.011
C3 2.08674 -1.01231 -1.39489  -0.082
H1 -1.30213 -1.67116 1.16875  0.081
H2 -1.32718 -0.15143 0.28734  0.075
H3 -0.74891 -0.26821 2.00131  0.102
H4 0.08820 -0.58389 -1.28101  0.085
H5 2.79902 -0.18757 -1.37103  0.068
H6 1.92477 -1.12759 -2.46660  0.064
H7 2.59749 -1.90253 -1.02781  0.095
C4 -2.73133 0.91601 5.42015  -0.108
O2 -2.85721 1.31763 4.08722  -0.242
P1 -4.01890 2.38034 3.66474  0.508
O3 -5.39263 1.84461 3.86498  -0.233
O4 -3.56469 3.76702 4.36370  -0.215
C5 -4.09185 5.00420 3.99607  -0.121
O5 -3.73141 2.63184 2.04552  -0.205
C6 -2.40522 2.53009 1.76087  -0.196
H8 -2.73846 -0.17163 5.49161  0.067
H9 -3.46274 1.42195 6.05035  0.094
H10 -1.76190 1.30432 5.73240  0.091
H11 -5.10556 5.25446 4.30891  0.099
H12 -4.20797 4.91231 2.91617  0.074
H13 -3.37643 5.82640 4.01250  0.096
H14 -2.29962 3.13459 0.86002  0.083
H15 -1.99329 1.53854 1.57317  0.058
H16 -1.76574 3.05298 2.47202  0.099
C7 1.41079 4.62989 -4.08384  -0.133
O6 2.00318 4.99339 -2.87909  -0.183
P2 2.15905 3.81334 -1.82550  0.461
O7 2.93526 2.62934 -2.38267  -0.260
O8 2.71841 4.58948 -0.53250  -0.219
C8 4.13504 4.77955 -0.38321  -0.088
O9 0.61676 3.56047 -1.44929  -0.210
C9 0.39320 2.53053 -0.50451  -0.140
H17 0.53718 3.98149 -4.01688  0.070
H18 1.99968 4.17919 -4.88270  0.086
H19 1.00072 5.55712 -4.48406  0.098
H20 4.68555 3.95410 -0.83452  0.071
H21 4.42646 4.77579 0.66710  0.085
H22 4.37915 5.75390 -0.80647  0.093
H23 -0.68683 2.45673 -0.37720  0.060
H24 0.87832 2.81421 0.42945  0.040
H25 0.78639 1.55504 -0.79073  0.056
C10 2.24008 -2.12960 4.60014  -0.140
O10 1.74102 -2.76842 5.72016  -0.185
P3 0.18890 -2.59460 5.97894  0.448
O11 -0.34566 -1.22356 5.89406  -0.211
O12 -0.43912 -3.81624 5.13513  -0.204
C11 -0.94747 -3.70490 3.83108  -0.089
O13 0.12069 -3.17218 7.49520  -0.195
C12 -1.04820 -3.24288 8.16179  -0.166
H26 2.76516 -1.19508 4.79779  0.093
H27 1.55880 -1.86746 3.79067  0.062
H28 2.95952 -2.83880 4.19081  0.100
H29 -0.27955 -3.10589 3.21206  0.071
H30 -1.97084 -3.34108 3.92302  0.059
H31 -0.95335 -4.69086 3.36639  0.096
H32 -1.07811 -2.38613 8.83498  0.099
H33 -0.86859 -4.07794 8.83891  0.092
H34 -2.01219 -3.49547 7.72019  0.071
C13 4.74838 -2.01920 -7.65557  -0.103
O14 4.54589 -0.64320 -7.33762  -0.231
P4 5.32057 -0.03585 -6.06155  0.482
O15 6.78131 -0.45100 -6.11512  -0.276
O16 5.03328 1.52415 -6.12548  -0.210
C14 5.20307 2.33207 -4.96907  -0.090
O17 4.48765 -0.52257 -4.72146  -0.254
C15 4.66719 -1.63559 -3.89388  -0.107
H35 4.44018 -2.24160 -8.67717  0.091
H36 4.18325 -2.53875 -6.88176  0.079
H37 5.79293 -2.33066 -7.65800  0.085
H38 6.21534 2.44998 -4.58239  0.101
H39 4.55886 1.79093 -4.27606  0.054
H40 4.65094 3.26614 -5.07275  0.087
H41 3.72052 -2.15018 -3.72927  0.064
H42 5.19895 -1.39028 -2.97455  0.097
H43 5.18356 -2.37797 -4.50243  0.085
C16 -2.70440 3.31125 -3.08936  -0.045
O18 -2.47997 2.32944 -4.15605  -0.221
P5 -1.41797 1.14421 -4.05849  0.545
O19 -0.99279 0.75374 -2.65769  -0.262
O20 -2.24748 -0.07812 -4.83101  -0.262
C17 -3.43168 -0.68654 -4.29372  -0.092
O21 -0.17696 1.68267 -5.01632  -0.223
C18 1.09810 1.12693 -4.81091  -0.127
H44 -2.01799 3.33699 -2.24302  0.074
H45 -3.71801 3.06495 -2.77310  0.087
H46 -2.92443 4.27277 -3.55323  0.090
H47 -3.54858 -0.35338 -3.26248  0.086
H48 -3.43424 -1.77239 -4.38874  0.080
H49 -4.28823 -0.36767 -4.88765  0.090
H50 1.74108 1.71146 -5.46894  0.095
H51 1.06511 0.08972 -5.14439  0.033
H52 1.47476 1.24965 -3.79544  0.065
C19 -4.68340 -3.30728 6.80831  -0.013
O22 -3.99108 -2.71885 5.59372  -0.265
P6 -4.88630 -2.16180 4.39527  0.494
O23 -5.88097 -1.08182 4.78215  -0.261
O24 -5.86001 -3.48601 3.99184  -0.262
C20 -5.17811 -4.59895 3.40863  -0.116
O25 -3.85001 -1.83037 3.16923  -0.245
C21 -4.32268 -1.43124 1.85318  -0.078
H53 -4.74438 -2.55358 7.59338  0.094
H54 -4.14621 -4.19491 7.14243  0.082
H55 -5.69195 -3.51672 6.45185  0.079
H56 -5.36085 -4.62517 2.33438  0.090
H57 -5.53157 -5.42036 4.03188  0.093
H58 -4.10750 -4.52869 3.60086  0.063
H59 -4.02118 -0.40723 1.63270  0.073
H60 -5.38813 -1.22535 1.75055  0.098
H61 -3.94429 -2.06225 1.04898  0.086
Cl1 6.82141 0.02393 0.48607  0.585
C22 5.54444 1.24871 0.70090  -0.684
C23 4.33107 0.56901 1.19664  -0.635
Cl2 2.93282 1.67134 1.59398  0.610
H62 5.36274 1.54260 -0.33289  0.051
H63 5.91198 2.13583 1.21670  0.079
H64 4.66684 0.04100 2.08914  0.068
H65 4.16906 -0.14799 0.39180  0.051
Cl3 0.98208 -3.98553 -3.77315  0.573
C24 -0.42354 -3.00361 -4.20944  -0.657
C25 -0.64773 -2.91391 -5.76712  -0.645
Cl4 0.66071 -2.07981 -6.61238  0.597
H66 -0.36949 -1.97910 -3.84128  0.039
H67 -1.29451 -3.43721 -3.71801  0.066
H68 -1.55138 -2.42097 -6.12564  0.052
H69 -0.76655 -3.93922 -6.11744  0.064

=====

Number 1: HOMO -9.20 eV. Number 2: HOMO -9.69 eV.